1.
The following is a quantum chemistry calculation of a single C7H6S molecule at a distorted geometry, from OMol25.

Summary:
Total charge: 0
SMILES: C#CC1(S)C=CC=C1
HOMO (eV): -8.4
Energy above the lowest of the compared OMol25 structures with the same formula, charge and spin (kJ/mol): 406.6

Structure (XYZ):
```
14
Properties=species:S:1:pos:R:3:lowdin_charge:R:1
C 2.46 -1.29 0.00 0.167
C 1.52 -0.58 0.05 -0.143
C 0.41 0.36 -0.02 -0.757
S 0.68 2.24 0.05 0.745
C -0.37 -0.03 1.18 -0.139
C -1.67 -0.20 0.77 -0.101
C -1.79 -0.15 -0.68 -0.071
C -0.51 -0.10 -1.20 -0.035
H 3.22 -1.83 0.21 -0.029
H 1.91 1.97 -0.67 -0.063
H -0.36 0.18 2.25 0.123
H -2.54 -0.30 1.44 0.107
H -2.79 -0.15 -1.21 0.121
H -0.16 -0.13 -2.16 0.075
```

2.
The following is a quantum chemistry calculation of 2 unconnected molecules or ions with the total composition C9H14 at a distorted geometry, from OMol25.

Summary:
Total charge: 0
SMILES: Cc1ccccc1.CC
HOMO (eV): -9.0
Energy above the lowest of the compared OMol25 structures with the same formula, charge and spin (kJ/mol): 33.5

Structure (XYZ):
```
23
Properties=species:S:1:pos:R:3:lowdin_charge:R:1
C -2.20 0.23 0.95 -0.058
C -1.53 -0.15 -0.33 -0.286
C -1.88 -1.28 -1.05 -0.053
C -1.18 -1.65 -2.19 -0.087
C -0.10 -0.89 -2.61 -0.101
C 0.24 0.28 -1.93 -0.096
C -0.46 0.63 -0.80 -0.077
H -2.19 1.32 1.05 0.079
H -1.63 -0.11 1.82 0.079
H -3.20 -0.19 1.02 0.076
H -2.79 -1.80 -0.75 0.109
H -1.41 -2.56 -2.72 0.100
H 0.40 -1.16 -3.53 0.099
H 0.98 0.93 -2.38 0.106
H -0.21 1.53 -0.24 0.111
C 2.55 0.27 1.16 -0.157
C 1.75 0.90 2.31 -0.154
H 1.87 -0.06 0.37 0.034
H 3.08 1.05 0.58 0.064
H 3.33 -0.43 1.43 0.058
H 0.69 0.77 2.14 0.034
H 1.95 0.40 3.26 0.057
H 1.95 1.96 2.43 0.063
```